Entry 1:
DFT (wB97M-V/def2-TZVPD) results for a cluster of 7 separate species, C33H80FN2O15S in total in a non-equilibrium geometry.

```
! wB97M-V def2-TZVPD RIJCOSX def2/J DEFGRID3
* xyz 1 1
S 2.01 -3.98 -0.40
F 0.64 -4.73 0.07
O 3.83 2.27 4.05
O -3.60 7.81 4.65
O 0.23 -3.20 -2.27
O 4.07 1.10 6.75
O 2.02 -2.54 -0.15
O -1.55 -2.86 3.80
O -3.97 3.49 6.39
O -1.91 2.18 -4.33
O -1.87 -0.77 -4.25
O 3.31 3.97 -9.68
O 1.17 -1.70 3.84
O 1.38 2.51 -7.99
O 3.11 -4.61 0.35
O -1.72 1.83 5.43
O -2.21 10.14 3.47
N 2.30 -4.34 -2.05
N 0.95 -6.53 -3.87
C -3.05 1.34 -4.46
C -1.07 2.16 -5.47
C 3.44 2.24 7.30
C -2.88 0.06 -3.68
C -1.63 -9.18 -2.76
C 1.18 -8.98 -4.53
C 2.42 -6.31 -3.65
C 1.09 -4.16 -2.87
C -3.50 4.57 5.61
C -1.06 -8.12 -3.77
C -2.86 7.80 3.43
C 1.94 4.31 -9.53
C 1.43 3.93 -8.15
C 1.62 -2.72 2.96
C -0.65 -0.72 -3.51
C -1.17 -3.76 4.83
C -2.96 1.33 5.93
C -1.72 8.80 3.46
C -0.90 2.37 6.46
C 5.03 2.99 4.26
C 3.96 0.88 4.34
C -4.83 8.50 4.53
C 0.00 -1.04 3.36
C -4.10 2.29 5.64
C 3.34 0.53 5.68
C -2.13 10.74 4.75
C 2.68 -5.78 -2.19
C 0.48 -7.92 -3.61
C 0.24 -5.47 -3.08
C 2.45 2.02 -7.20
C -1.62 -8.61 -1.30
C -1.23 -1.51 4.11
C 3.51 2.80 -10.46
H 2.90 1.97 -10.09
H -0.64 -5.17 -3.69
H 1.34 3.84 -10.31
H 2.44 0.93 -7.25
H 1.86 5.39 -9.64
H -3.15 0.38 5.42
H 4.56 2.52 -10.39
H 0.14 0.03 3.55
H 2.41 -3.28 3.46
H -4.27 4.89 4.90
H 0.69 -9.95 -4.33
H -1.07 8.62 4.32
H 2.23 -9.13 -4.23
H 2.02 -2.28 2.05
H -1.12 8.69 2.56
H 3.38 -0.55 5.80
H -2.44 6.80 3.32
H 1.33 -3.74 -3.87
H 1.08 -8.72 -5.60
H -0.19 -5.89 -2.15
H -3.90 1.89 -4.05
H -1.45 3.09 7.07
H -0.13 -3.61 5.13
H -5.25 8.61 5.53
H -0.73 -7.97 -1.11
H -3.27 5.40 6.28
H 0.76 -8.16 -2.56
H -0.32 0.30 -3.35
H -4.16 2.50 4.57
H -2.08 -0.90 3.79
H -0.06 2.87 5.98
H 2.78 -5.59 -4.42
H 5.02 0.58 4.31
H -1.56 2.67 -6.31
H -1.09 10.94 5.02
H -1.67 -7.20 -3.76
H -5.53 7.92 3.91
H 0.77 -6.34 -4.86
H -2.59 4.31 5.06
H 3.41 2.38 -7.57
H -3.26 1.13 -5.51
H 4.13 2.71 8.00
H 2.29 0.84 5.71
H -2.89 1.12 7.00
H -1.22 -8.58 -4.78
H 3.05 -7.20 -3.75
H -0.77 -1.23 -2.56
H 2.18 -6.44 -1.45
H 4.80 4.05 4.18
H -5.04 1.82 5.94
H -0.15 2.69 -5.23
H -1.11 -1.37 5.19
H -2.66 0.27 -2.63
H 3.27 3.00 -11.50
H 3.77 -5.89 -2.02
H -2.60 10.11 5.52
H -0.82 1.14 -5.76
H -1.07 -10.14 -2.85
H 3.18 2.97 6.52
H -1.64 -9.43 -0.55
H -1.83 -3.62 5.70
H -4.70 9.50 4.09
H -2.67 11.69 4.71
H 2.31 2.32 -6.16
H 3.44 0.34 3.55
H -3.52 7.99 2.57
H -1.29 -4.77 4.46
H 0.81 -3.41 2.71
H 2.04 4.39 -7.37
H 0.40 4.30 -8.04
H -3.82 -0.51 -3.72
H -2.69 -9.32 -3.04
H 5.76 2.73 3.49
H -0.66 -3.54 -2.32
H 2.53 1.95 7.84
H 5.45 2.80 5.25
H 0.11 -1.24 -4.10
H -2.54 -8.00 -1.18
H -0.12 -1.19 2.28
H -0.51 1.56 7.09
*
```

Calculated values
Molar mass, g/mol: 796.067
Total energy, hartree: -3040.913849
E_LUMO, eV: -3.3
HOMO level, eV: -10.094

Results of the Mulliken charge analysis, in e, for atoms 1 through 2:
1. S 1.369
2. F -0.261



Entry 2:
DFT (wB97M-V/def2-TZVPD) results for a cluster of 11 separate species, C33H82F3N6O19S in total in a non-equilibrium geometry.

```
! wB97M-V def2-TZVPD RIJCOSX def2/J DEFGRID3
* xyz -1 1
S -1.84 0.30 -0.37
F 0.23 -1.22 -1.09
F 0.42 -0.47 0.89
F 0.68 0.88 -0.80
O 0.35 6.96 -1.70
O 1.61 -0.22 3.22
O -0.07 3.02 3.37
O -2.92 2.91 2.62
O -2.13 0.14 -6.54
O -2.26 -0.60 3.00
O -3.37 4.87 0.28
O 2.11 -6.16 1.93
O -4.09 3.00 -1.69
O 3.11 -1.39 -3.02
O 5.03 0.85 -2.41
O -2.02 1.47 0.47
O 5.15 -0.37 2.45
O -4.29 -5.37 0.24
O -1.56 -2.29 5.54
O -2.14 0.51 -1.80
O -5.92 2.11 -3.49
O -2.48 -0.87 0.21
O 4.84 -1.15 -0.54
N 1.43 6.20 -1.18
N 1.09 -6.42 0.98
N -4.80 -3.21 0.84
N -2.86 1.11 -4.60
N -3.16 -3.62 -0.67
N -1.94 -0.98 -4.58
C 2.46 -8.07 -0.29
C 0.80 -5.30 0.09
C 2.17 3.97 -0.35
C 0.01 -0.15 -0.32
C -0.45 -5.64 -0.70
C -4.09 -4.16 0.16
C 0.77 0.80 3.78
C 1.97 -4.99 -0.86
C 3.65 0.97 -2.74
C 3.21 -0.14 -3.72
C -3.03 4.35 2.62
C -0.43 -6.99 -1.40
C -1.86 -1.97 3.14
C -0.23 4.68 -0.04
C 1.41 7.63 0.84
C 4.12 -0.06 1.50
C 2.83 4.69 0.81
C 2.28 6.94 -0.25
C 0.68 4.19 -2.31
C -2.43 -2.53 4.43
C 3.36 6.10 0.37
C 1.03 4.83 -0.94
C -4.01 4.79 1.54
C 0.42 -4.09 0.95
C -0.10 -8.10 -0.38
C -2.27 0.11 -5.31
C 0.63 1.94 2.77
C 3.02 8.06 -1.03
C 1.20 -8.76 1.69
C 1.15 -7.82 0.48
C 3.94 -1.28 0.59
C -5.11 2.10 -1.23
C -5.72 1.28 -2.36
H 2.48 -7.63 -1.29
H 2.00 -3.92 -1.09
H 1.14 -3.85 1.73
H 2.11 4.75 1.63
H -0.24 4.58 -2.73
H -4.74 -2.27 0.51
H 0.86 8.45 0.37
H -3.27 2.55 -1.94
H 0.71 7.02 1.40
H -2.51 -3.62 4.40
H 2.61 -9.14 -0.47
H -5.55 -3.46 1.46
H -1.40 -7.19 -1.85
H -4.90 4.15 1.54
H 3.62 3.98 1.11
H 0.13 1.55 1.88
H -2.91 0.98 -3.60
H 2.09 8.10 1.55
H 1.74 3.00 -0.11
H 3.58 8.68 -0.33
H -4.38 5.79 1.77
H 3.72 -1.37 -2.28
H 3.11 0.92 -1.80
H 4.36 6.02 -0.05
H -0.73 -4.93 -1.49
H -0.40 5.37 0.78
H -0.55 -4.12 1.44
H -1.70 -0.88 -3.61
H 0.44 -8.48 2.42
H 0.02 -9.01 -0.97
H 1.60 2.31 2.44
H -0.25 0.45 3.96
H 1.27 -1.06 3.54
H -2.37 -0.48 2.04
H 0.46 3.12 -2.22
H -0.98 -8.13 0.26
H 3.64 6.49 1.36
H -1.06 4.91 -0.71
H 0.24 -3.23 0.30
H 2.97 -1.15 0.12
H 1.23 1.15 4.71
H 2.95 -5.15 -0.41
H -2.04 4.80 2.56
H 5.09 0.09 -1.80
H 3.56 1.92 -3.28
H 1.56 4.20 -2.95
H -2.87 -2.66 -0.55
H -3.46 4.66 3.58
H -1.58 -1.75 -5.11
H 5.73 -1.38 -0.23
H -4.54 1.51 -0.52
H 2.17 -8.71 2.19
H 2.23 0.02 -4.18
H 3.77 7.67 -1.71
H 3.23 0.25 2.07
H -0.77 -2.00 3.21
H -5.42 2.93 -3.35
H 1.90 -5.48 -1.83
H 3.98 -0.25 -4.48
H -6.70 0.87 -2.11
H -0.29 3.69 0.40
H -0.92 3.03 2.90
H 2.35 8.71 -1.60
H 4.26 -2.19 1.10
H -0.17 7.18 -0.90
H -2.69 -4.21 -1.33
H 4.31 0.84 0.91
H 1.09 -9.82 1.45
H -2.19 -2.60 2.31
H -5.87 2.69 -0.72
H -1.53 -1.32 5.58
H -2.93 2.68 1.67
H 0.37 -7.09 -2.15
H 2.88 3.69 -1.13
H 5.23 0.39 3.05
H 2.90 -6.11 1.36
H -1.35 -5.64 -0.07
H -5.06 0.43 -2.56
H 3.34 -7.67 0.22
H -3.48 -2.19 4.44
H -3.68 4.18 -0.32
H -3.11 1.99 -5.00
*
```

Calculated values
Molar mass, g/mol: 956.103
Total energy, hartree: -3762.464964
E_LUMO, eV: 2.0
HOMO level, eV: -6.411

Results of the Mulliken charge analysis, in e, for atoms 1 through 2:
1. S 0.158
2. F -0.243



Among the records above, which one has the lowest molar mass?
C33H80FN2O15S